{
  "formula": "C3H3NS",
  "method": "wB97M-V/def2-TZVPD",
  "symbols": ["C", "C", "C", "N", "S", "H", "H", "H"],
  "positions_angstrom": [[0.12439, -0.99218, -0.06093], [0.40138, -0.23264, -1.12332], [-0.44977, 0.88645, 0.88732], [-0.37597, -0.37773, 1.03845], [0.00444, 1.71715, -0.59313], [0.20215, -2.01114, 0.06479], [0.92198, -0.33189, -1.99763], [-0.82860, 1.34198, 1.78446]],
  "forces_ev_per_a": [[-0.09, 1.71, -0.99], [-1.03, 3.35, 2.24], [-0.44, 0.99, 0.71], [-0.13, 0.12, 0.46], [0.40, -4.68, 0.27], [0.51, -2.21, -0.47], [0.89, -0.46, -2.05], [-0.12, 1.17, -0.17]],
  "homo_energy_ev": -9.75,
  "smiles": "c1cscn1",
  "homo_lumo_gap_ev": 10.30,
  "lumo_ev": 0.5506,
  "relative_energy_kj_mol": 43.3
}

---

{
  "formula": "C3H3NS",
  "method": "wB97M-V/def2-TZVPD",
  "symbols": ["C", "C", "C", "N", "S", "H", "H", "H"],
  "positions_angstrom": [[-1.58333, 1.01000, -0.07607], [0.46441, 0.64084, 0.24654], [-2.79796, 0.56271, -0.10318], [0.75076, -0.57634, 0.11106], [-4.18094, -0.17194, -0.01614], [-1.15981, 2.06393, -0.20071], [0.30550, -1.44853, 0.28185], [1.68674, -0.83595, -0.01774]],
  "forces_ev_per_a": [[0.42, 2.13, -0.21], [-0.96, 1.58, 0.34], [1.53, 0.46, 0.14], [0.60, -1.56, -0.02], [-0.67, -0.54, 0.04], [-1.15, -1.63, -0.01], [-1.96, -0.54, 0.15], [2.19, 0.10, -0.42]],
  "homo_energy_ev": [-6.28, -8.48],
  "spin_multiplicity": 3,
  "homo_lumo_gap_ev": [7.07, 6.29],
  "lumo_ev": [0.7898, -2.1882],
  "relative_energy_kj_mol": 411.1
}

---

{
  "formula": "C3H3NS2",
  "method": "wB97M-V/def2-TZVPD",
  "symbols": ["C", "C", "C", "N", "S", "S", "H", "H", "H"],
  "positions_angstrom": [[1.10133, 1.53279, 1.69354], [-0.10164, 1.10445, 1.17803], [-0.08299, 0.03270, 0.12285], [2.09437, 1.93662, 2.10363], [-1.06346, 2.61305, 3.32640], [-1.56287, 1.37776, 1.96739], [-0.93668, -0.51954, 0.21466], [0.74891, -0.56698, 0.07173], [-0.03678, 0.42476, -1.02477]],
  "forces_ev_per_a": [[0.46, 0.95, 0.24], [-1.98, -2.18, -0.86], [0.16, 3.62, -3.40], [0.64, 0.08, 0.23], [-0.83, 0.62, 1.01], [2.19, 0.36, -0.62], [-2.22, -1.68, -0.01], [2.07, -1.48, 0.79], [-0.48, -0.28, 2.61]],
  "homo_energy_ev": [-8.84, -8.91],
  "homo_lumo_gap_ev": [6.87, 7.02],
  "lumo_ev": [-1.9745, -1.8926],
  "relative_energy_kj_mol": 122.7
}

---

{
  "formula": "C3H3NS2",
  "method": "wB97M-V/def2-TZVPD",
  "symbols": ["C", "C", "C", "N", "S", "S", "H", "H", "H"],
  "positions_angstrom": [[-0.64850, -0.35469, -0.71322], [0.86092, 0.21205, 0.51853], [-0.64039, 0.42986, 0.58697], [0.71950, -0.48294, -0.65949], [-1.72946, -0.87428, -1.78357], [2.15918, 0.58575, 1.38973], [-0.96536, 1.46472, 0.50905], [-1.14331, -0.04924, 1.42371], [1.38741, -0.93124, -1.27170]],
  "forces_ev_per_a": [[-0.54, -0.28, -0.57], [0.69, 0.18, 0.43], [-0.14, 0.09, 0.12], [-0.01, 0.00, 0.01], [0.00, 0.03, 0.05], [-0.06, 0.01, 0.00], [0.05, 0.01, -0.06], [0.04, -0.07, -0.01], [-0.03, 0.02, 0.03]],
  "homo_energy_ev": -8.89,
  "homo_lumo_gap_ev": 8.46,
  "lumo_ev": -0.4360,
  "relative_energy_kj_mol": 0.0
}

---

| no. | E_tot (eV) |
| --- | --- |
| 1 | -15483.30877 |
| 2 | -15477.42331 |
| 3 | -26318.01552 |
| 4 | -26319.28738 |